13 unconnected molecules or ions with the total composition C52H143N13O13 at a distorted geometry. Source: the OMol25 dataset; level of theory: ωB97M-V/def2-TZVPD.

For the gap between HOMO and LUMO (alpha / beta), the calculation gives 8.595 / 2.823 eV. The LUMO energy (alpha / beta) is -1.63 / -7.40 eV. The HOMO energy (alpha / beta) comes out at -10.23 / -10.22 eV. Its total charge is +1. Its spin multiplicity is 2. The calculation puts the relative energy (zero: lowest compared OMol25 entry of this formula, charge and spin) at 0.0000 eV.

Each line ends with the Mulliken charge.
Element x y z (Å)
C: 1.47 0.52 -5.79  -0.426
C: 0.94 1.92 -5.38  0.436
C: -0.13 2.47 -6.38  -0.871
O: 0.64 2.80 -7.54  -0.337
C: -0.04 2.96 -8.75  -0.840
N: 0.30 1.87 -4.07  1.805
H: 0.62 -0.16 -5.71  -0.221
H: 2.30 0.22 -5.15  -0.193
H: 1.78 0.47 -6.84  0.474
H: 1.79 2.60 -5.35  0.287
H: -0.67 3.35 -6.04  0.370
H: -0.83 1.67 -6.65  0.502
H: 0.64 3.38 -9.50  0.289
H: -0.84 3.71 -8.70  0.330
H: -0.51 2.06 -9.14  0.317
H: -0.28 1.05 -4.11  -0.410
H: -0.39 2.61 -4.03  -0.617
C: -4.82 0.48 -0.58  -1.859
C: -5.08 0.08 0.88  0.791
C: -6.39 -0.68 1.17  -1.082
O: -6.49 -0.96 2.56  -0.202
C: -7.65 -1.70 2.91  -0.892
N: -3.96 -0.72 1.40  -0.354
H: -4.82 -0.39 -1.24  0.296
H: -3.82 0.91 -0.68  0.100
H: -5.45 1.26 -1.01  0.592
H: -5.08 1.03 1.42  0.458
H: -6.49 -1.56 0.53  0.473
H: -7.23 -0.02 0.95  0.507
H: -7.63 -2.20 3.88  0.250
H: -7.73 -2.56 2.26  0.376
H: -8.55 -1.09 2.89  0.313
H: -4.35 -1.01 2.29  -0.024
H: -4.01 -1.54 0.82  0.446
C: -0.72 1.64 -0.23  -0.867
C: -0.34 0.17 -0.46  1.460
C: 0.17 -0.55 0.83  -0.353
O: 1.50 -0.11 0.95  -0.107
C: 2.11 -0.77 2.03  -0.563
N: -1.57 -0.48 -0.84  0.612
H: -0.79 2.24 -1.14  -0.238
H: 0.05 2.19 0.31  -0.299
H: -1.65 1.83 0.30  0.179
H: 0.35 0.16 -1.30  -0.004
H: 0.07 -1.63 0.75  0.184
H: -0.46 -0.23 1.66  -0.348
H: 2.04 -1.85 1.86  0.166
H: 1.63 -0.60 2.99  -0.086
H: 3.14 -0.43 2.14  0.443
H: -2.35 -0.25 -0.24  -0.894
H: -1.38 -1.47 -0.73  -0.039
C: 4.66 -8.01 0.58  -1.338
C: 4.41 -6.52 0.29  1.142
C: 5.13 -5.57 1.24  -1.317
O: 4.45 -4.28 1.29  -0.188
C: 5.17 -3.35 2.11  -0.727
N: 4.75 -6.18 -1.10  -0.819
H: 5.72 -8.14 0.80  0.356
H: 4.36 -8.59 -0.30  0.410
H: 4.17 -8.44 1.46  0.184
H: 3.35 -6.35 0.43  -0.036
H: 6.13 -5.45 0.83  0.505
H: 5.38 -6.00 2.21  0.491
H: 4.67 -2.39 2.04  0.010
H: 6.16 -3.26 1.67  0.374
H: 5.18 -3.71 3.14  0.319
H: 4.18 -5.37 -1.29  0.195
H: 4.34 -6.88 -1.72  0.312
C: -2.07 -1.82 -5.05  -1.505
C: -2.92 -0.52 -4.81  0.338
C: -4.32 -0.75 -4.12  -0.975
O: -5.06 0.45 -3.87  -0.142
C: -5.61 1.04 -5.02  -0.887
N: -2.05 0.24 -3.94  0.496
H: -2.50 -2.49 -5.80  0.476
H: -1.91 -2.42 -4.16  0.306
H: -1.10 -1.55 -5.48  0.209
H: -3.12 -0.06 -5.77  0.328
H: -4.24 -1.41 -3.26  0.243
H: -4.86 -1.41 -4.79  0.530
H: -6.29 0.34 -5.51  0.343
H: -4.86 1.28 -5.78  0.298
H: -6.10 1.98 -4.78  0.315
H: -1.77 -0.39 -3.20  -0.268
H: -2.69 0.84 -3.43  -0.255
C: 0.18 -8.29 4.24  -1.392
C: 1.76 -8.29 4.26  0.842
C: 2.15 -6.80 4.39  -0.878
O: 1.52 -6.01 3.39  -0.235
C: 1.76 -4.64 3.55  -0.459
N: 2.25 -9.04 5.44  -0.726
H: -0.18 -9.27 3.91  0.395
H: -0.31 -7.51 3.65  0.147
H: -0.22 -8.13 5.24  0.372
H: 2.14 -8.73 3.34  0.078
H: 3.22 -6.71 4.22  0.323
H: 1.89 -6.36 5.35  0.406
H: 1.55 -4.16 2.59  -0.444
H: 2.78 -4.36 3.82  0.421
H: 1.10 -4.25 4.32  0.610
H: 2.68 -9.93 5.22  0.262
H: 3.04 -8.58 5.85  0.236
C: 2.44 -1.97 -2.86  -1.611
C: 2.36 -2.65 -1.50  2.861
C: 1.41 -3.83 -1.45  -1.434
O: 0.09 -3.39 -1.71  0.212
C: -0.83 -4.42 -1.48  -0.998
N: 3.71 -3.14 -1.25  -0.428
H: 1.45 -1.57 -3.07  0.114
H: 2.62 -2.69 -3.66  0.403
H: 3.27 -1.26 -2.82  0.534
H: 2.05 -1.93 -0.75  -1.135
H: 1.53 -4.33 -0.48  0.250
H: 1.70 -4.56 -2.21  0.482
H: -0.79 -4.86 -0.48  0.172
H: -0.60 -5.31 -2.07  0.484
H: -1.85 -4.13 -1.70  0.292
H: 3.78 -3.52 -0.32  -0.067
H: 4.46 -2.47 -1.31  0.322
C: -3.66 0.27 4.91  -1.340
C: -2.48 1.09 4.30  0.306
C: -1.11 0.30 4.31  2.125
O: -0.62 -0.01 5.63  -0.482
C: 0.04 1.09 6.31  -0.644
N: -2.92 1.51 3.01  0.150
H: -3.68 -0.73 4.48  -0.164
H: -4.60 0.77 4.71  0.421
H: -3.42 0.32 5.98  0.536
H: -2.22 1.98 4.87  0.571
H: -0.35 0.98 3.92  -0.901
H: -1.17 -0.64 3.76  -0.965
H: -0.68 1.88 6.54  0.301
H: 0.92 1.43 5.77  0.171
H: 0.47 0.80 7.27  0.358
H: -3.09 0.68 2.47  -0.592
H: -3.80 1.98 3.10  0.382
C: -1.38 -3.53 2.67  -0.835
C: -2.19 -4.37 3.68  1.316
C: -3.02 -3.56 4.66  -0.442
O: -3.58 -4.42 5.63  -0.441
C: -4.36 -3.73 6.52  -0.660
N: -3.02 -5.27 2.98  -0.837
H: -0.76 -2.79 3.18  -0.044
H: -2.04 -2.91 2.05  0.212
H: -0.85 -4.17 1.97  0.069
H: -1.36 -4.80 4.24  -0.309
H: -3.84 -2.99 4.21  0.051
H: -2.34 -2.86 5.14  0.372
H: -5.17 -3.20 6.03  0.195
H: -3.84 -2.94 7.07  0.291
H: -4.75 -4.41 7.28  0.306
H: -2.54 -6.11 2.70  0.261
H: -3.66 -5.66 3.65  0.356
C: 0.55 5.63 -4.48  -1.332
C: -0.23 5.98 -3.21  -0.519
C: -1.27 4.93 -2.73  1.387
O: -2.25 4.76 -3.70  -0.532
C: -3.22 3.74 -3.40  -0.237
N: 0.69 6.17 -2.17  0.584
H: -0.17 5.55 -5.30  0.323
H: 1.00 4.66 -4.29  0.101
H: 1.40 6.28 -4.69  0.462
H: -0.87 6.85 -3.30  0.494
H: -1.81 5.30 -1.86  0.344
H: -0.87 3.94 -2.51  -1.373
H: -2.60 2.89 -3.12  -0.169
H: -3.78 3.41 -4.27  0.229
H: -3.94 3.95 -2.61  0.438
H: 1.28 6.95 -2.45  0.440
H: 1.33 5.39 -2.07  -0.442
C: 4.15 4.27 1.62  -1.641
C: 3.53 2.91 1.99  0.312
C: 2.17 2.97 2.63  1.318
O: 2.19 3.60 3.90  -0.539
C: 1.26 4.70 4.00  -0.454
N: 3.55 2.11 0.78  0.181
H: 4.03 5.08 2.34  0.384
H: 3.72 4.73 0.72  0.134
H: 5.23 4.22 1.54  0.407
H: 4.29 2.49 2.63  0.313
H: 1.85 1.94 2.81  -0.777
H: 1.48 3.41 1.91  -0.284
H: 0.20 4.44 4.00  0.040
H: 1.37 5.39 3.16  0.186
H: 1.34 5.20 4.97  0.398
H: 2.92 1.31 0.73  -0.336
H: 4.46 1.80 0.50  0.327
C: -0.16 9.06 0.28  -1.469
C: 0.19 7.82 1.08  0.358
C: -0.97 6.78 1.17  -0.407
O: -0.41 5.56 1.63  0.213
C: -1.24 4.42 1.69  -0.397
N: 1.33 7.24 0.47  -0.711
H: -0.27 8.78 -0.77  0.225
H: 0.71 9.71 0.37  0.372
H: -0.93 9.76 0.63  0.404
H: 0.33 8.11 2.12  0.411
H: -1.33 6.59 0.16  -0.127
H: -1.80 7.12 1.79  0.442
H: -1.48 4.03 0.70  0.042
H: -2.20 4.56 2.18  0.476
H: -0.77 3.54 2.14  -0.147
H: 1.03 7.10 -0.48  0.483
H: 1.28 6.30 0.85  0.051
C: 4.64 4.59 -2.22  -1.927
C: 3.53 3.76 -2.84  1.207
C: 3.96 2.42 -3.31  -0.062
O: 4.78 2.50 -4.44  -0.397
C: 5.26 1.33 -4.89  -0.689
N: 2.47 3.61 -1.83  0.425
H: 4.24 5.58 -2.00  0.423
H: 5.50 4.84 -2.84  0.372
H: 5.11 4.18 -1.32  0.288
H: 3.17 4.40 -3.64  -0.036
H: 3.06 1.84 -3.49  -0.373
H: 4.36 1.86 -2.46  0.628
H: 5.77 1.58 -5.82  0.297
H: 4.52 0.58 -5.19  0.193
H: 6.02 0.94 -4.21  0.329
H: 1.71 3.13 -2.29  -0.507
H: 2.76 3.00 -1.07  -0.114